1.
The following is a quantum chemistry calculation of the ion C2H2NO2 with charge +1 at a distorted geometry, from OMol25.

Atoms and positions in Å:
C 0.41458 0.67975 -0.01452
C 0.45038 -0.69138 0.00997
N -1.65438 0.00451 0.00430
O -0.87794 1.00940 0.00335
O -0.91091 -1.02435 -0.01401
H 1.26304 1.34057 -0.03928
H 1.31523 -1.31850 0.05020

Output
Energy above the lowest of the compared OMol25 structures with the same formula, charge and spin (kcal/mol): 92.4
LUMO level (Ha): -0.2585
E (eV): -7679.13550
Charge: +1
Maximum force (eV/Å): 3.4

***

2.
The following is a quantum chemistry calculation of a structure of composition C15H12BrCuN2O4SbSe4, from OMol25.

Atoms and positions in Å:
Cu 0.65329 -0.98770 2.68221
C -0.53429 -4.26738 1.67416
O -0.36146 -2.88856 1.36700
C -0.51933 -2.48738 0.08893
C -0.83447 -3.30198 -0.96489
C -0.99396 -2.75289 -2.25327
Br -1.43367 -3.91021 -3.67844
C -0.83840 -1.41985 -2.47196
C -0.49864 -0.57504 -1.38919
C -0.32212 -1.07814 -0.08704
O -0.01271 -0.33171 0.92425
C -0.33790 0.83855 -1.59819
N -0.03132 1.72129 -0.64578
C 0.03283 2.99949 -1.18866
C 0.30376 4.23156 -0.61293
C 0.27776 5.32574 -1.45744
C -0.00877 5.19456 -2.82275
C -0.28072 3.96352 -3.39247
C -0.25244 2.86939 -2.54168
N -0.47835 1.50904 -2.75905
H 0.21812 -4.87049 1.16207
H -1.53665 -4.59711 1.39619
H -0.40316 -4.34631 2.74872
H -0.97146 -4.36373 -0.82396
H -0.97128 -1.02844 -3.47135
H 0.11196 1.37084 0.30563
H 0.52105 4.32993 0.44123
H 0.48154 6.30775 -1.05354
H -0.01984 6.07761 -3.44633
H -0.50371 3.86570 -4.44578
H -0.71111 1.07811 -3.63582
O -3.10227 -0.20453 3.79737
C -2.08890 -0.36492 3.15843
O -0.93565 -0.69898 3.68093
H -2.08613 -0.24428 2.05876
Se 1.63083 -0.78005 4.74682
Sb 3.86313 -1.52626 3.97364
Se 5.49487 0.35610 3.94723
Se 4.78317 -3.52211 4.80335
Se 2.69641 -1.49112 1.78360

Output
Energy above the lowest of the compared OMol25 structures with the same formula, charge and spin (kcal/mol): 2.0
LUMO level (spin up / spin down) (Ha): -0.0802 / -0.0994
E (eV): -409525.62984
Spin multiplicity: 2
Maximum force (eV/Å): 0.7

***

3.
The following is a quantum chemistry calculation of a cluster of 6 separate species, C22H32BF5NO20P in total at a distorted geometry, from OMol25.

Atoms and positions in Å:
C 1.85548 0.32500 2.30507
C 0.77224 -0.05256 1.24665
B 0.16466 1.19930 0.54460
O 0.76858 1.72122 -0.59048
C -1.14991 1.99509 1.06230
O -2.34357 1.23004 0.73656
C -2.83309 0.28455 1.62253
O -2.20950 -0.71878 1.89820
C -4.24298 0.55648 2.08915
C -5.21638 -0.34425 1.32406
O -6.52268 0.04853 1.75170
C -5.08249 -0.25453 -0.19856
N -5.18387 1.08374 -0.76884
P -0.99021 2.58704 2.77768
O -0.62664 1.59345 3.81586
H 2.69922 -0.34748 2.20138
H 2.21419 1.35163 2.20129
H 1.44949 0.18821 3.30783
H 0.01140 -0.69425 1.69400
H 1.26943 -0.62989 0.45659
H 0.19958 1.67149 -1.36910
H -1.23653 2.91827 0.47205
H -4.27291 0.30591 3.15452
H -4.50233 1.61325 1.98423
H -5.01302 -1.38074 1.63172
H -7.16662 -0.49346 1.28468
H -5.89026 -0.86022 -0.63260
H -4.13910 -0.71385 -0.50777
H -5.79344 1.63668 -0.18196
H -4.27532 1.53470 -0.75351
H -0.02898 3.59913 2.57762
H -2.16886 3.31255 3.03778
C 6.29866 0.18760 4.73897
C 5.97707 -0.93856 3.77577
O 5.17588 -0.28984 2.81306
C 5.50156 1.03450 2.79808
O 5.18004 1.80269 1.96011
O 6.25702 1.33062 3.88302
F 5.26722 -1.93473 4.35715
H 5.51893 0.26627 5.49814
H 7.27445 0.10622 5.20799
H 6.84513 -1.37744 3.28022
C 2.21405 0.26006 -4.58155
C 1.34769 -0.89901 -4.12527
O 0.29533 -0.24190 -3.43788
C 0.17634 1.01645 -3.95689
O -0.73565 1.74309 -3.73839
O 1.24340 1.30457 -4.71703
F 1.98945 -1.73643 -3.26849
H 2.94005 0.52878 -3.81500
H 2.72479 0.09329 -5.52391
H 0.92165 -1.50029 -4.93052
C 0.62964 -4.19751 0.82688
C 1.82490 -3.45632 0.26245
O 2.54163 -4.49531 -0.38785
C 1.65474 -5.47097 -0.72919
O 1.88935 -6.36478 -1.47280
O 0.47522 -5.26741 -0.11089
F 2.60349 -2.92035 1.22844
H 0.86652 -4.60705 1.80976
H -0.27655 -3.60147 0.87638
H 1.57407 -2.68163 -0.46236
C -7.17765 5.66581 -0.17136
C -7.84861 4.84400 0.91259
O -6.74704 4.19556 1.52073
C -5.63106 4.94279 1.30983
O -4.59669 4.78090 1.86412
O -5.88286 5.90040 0.39310
F -8.69976 3.91834 0.41852
H -7.07770 5.07595 -1.08374
H -7.67038 6.60956 -0.38272
H -8.37412 5.42875 1.66952
C 5.02280 -3.98176 -3.76813
C 5.69096 -3.91534 -5.12699
O 5.40704 -2.58956 -5.53835
C 5.20333 -1.83180 -4.42888
O 5.14186 -0.64671 -4.42746
O 5.08564 -2.61514 -3.34263
F 5.15900 -4.78120 -6.01904
H 3.98261 -4.28582 -3.86877
H 5.52753 -4.62054 -3.05144
H 6.77348 -4.05362 -5.11260

Output
SMILES: CCB(O)[C@@H](OC(=O)C[C@@H](O)CN)[PH2]=O.O=C1OC[C@@H](F)O1.O=C1OC[C@@H](F)O1.O=C1OC[C@@H](F)O1.O=C1OC[C@@H](F)O1.O=C1OC[C@@H](F)O1
LUMO level (Ha): 0.0176
E (eV): -89327.10845
Maximum force (eV/Å): 1.5

***

4.
The following is a quantum chemistry calculation of a cluster of 6 separate species, H11O5S in total at a distorted geometry, from OMol25.

Atoms and positions in Å:
S 0.58982 1.55936 0.75777
H -0.22784 0.56045 1.12463
H 1.73877 0.80081 -1.83290
H 2.13387 2.18506 -1.82856
O 2.13289 1.45329 -2.45953
H 0.48890 -1.70339 0.57992
H -0.70552 -2.13921 1.41892
O 0.03953 -2.49128 0.91892
H -2.62370 1.43129 -1.57904
H -1.49869 0.83982 -0.61421
O -2.30181 0.65800 -1.12044
H -3.13146 -1.32712 -2.36834
H -3.45159 -2.39764 -3.42343
O -3.85885 -1.74477 -2.85024
H 3.52764 -1.20662 3.65653
H 2.52507 -0.16720 3.35500
O 2.86555 -0.67521 4.11308

Output
Energy above the lowest of the compared OMol25 structures with the same formula, charge and spin (kcal/mol): 29.1
LUMO level (Ha): 0.1227
E (eV): -21253.21249
Charge: -1
Maximum force (eV/Å): 1.3

***

5.
The following is a quantum chemistry calculation of a cluster of 2 separate species, C4H12NO in total at a distorted geometry, from OMol25.

Atoms and positions in Å:
C -1.81617 -1.39911 1.14202
C -0.64336 -0.64042 0.47232
C -1.12828 0.71357 -0.05334
C -0.33006 1.70781 -0.42904
N 1.15589 1.66719 -0.64690
H -2.36688 -0.78795 1.86598
H -2.44147 -1.84976 0.35065
H -1.37778 -2.22971 1.69491
H 0.10182 -0.44740 1.28669
H -0.18288 -1.14941 -0.37519
H -2.15155 0.53387 -0.39519
H -0.67717 2.74532 -0.50147
H 1.37395 2.56623 -1.05352
H 1.44465 0.84953 -1.21097
H 1.64771 1.44634 0.22907
H 2.41983 -1.59149 -1.48725
H 2.85417 -1.09818 -0.13327
O 2.11758 -1.03645 -0.75551

Output
Energy above the lowest of the compared OMol25 structures with the same formula, charge and spin (kcal/mol): 44.6
LUMO level (Ha): -0.1285
E (eV): -7872.35666
Charge: +1
Maximum force (eV/Å): 2.7

***

6.
The following is a quantum chemistry calculation of a cluster of 4 separate species, H8O4 in total at a distorted geometry, from OMol25.

Atoms and positions in Å:
O -1.00626 6.20760 2.33436
H -1.46127 5.55233 1.76825
H -1.66549 6.19844 3.04844
H 5.12742 -6.56264 -3.25003
O 4.21616 -6.32045 -3.08668
H 3.69279 -6.24363 -3.88381
O -2.17209 3.87590 0.89268
H -2.40395 3.19371 1.55990
H -2.31389 3.35448 0.07448
O -0.86998 -3.26206 -0.08752
H 0.03292 -2.95519 -0.16648
H -1.17635 -3.03850 0.79640

Output
Energy above the lowest of the compared OMol25 structures with the same formula, charge and spin (kcal/mol): 18.8
LUMO level (spin up / spin down) (Ha): 0.0846 / 0.0843
E (eV): -8318.64503
Charge: -1
Spin multiplicity: 2
Maximum force (eV/Å): 1.2

***

7.
The following is a quantum chemistry calculation of the ion C5H12N3 with charge +1 at a distorted geometry, from OMol25.

Atoms and positions in Å:
C 0.77293 -0.29103 0.89582
C 2.39734 0.82637 -0.48024
C -0.53287 -0.04935 0.09429
C -1.54698 -0.98589 0.83995
C -0.55861 -0.34035 -1.40751
N -1.60931 2.09361 0.09285
N 2.04048 -0.20152 0.21827
N -0.68558 1.32617 0.05237
H 0.77153 0.45220 1.70029
H 0.79638 -1.15345 1.46638
H 1.97463 1.84566 -0.58377
H 3.40374 0.91351 -0.89917
H -1.15695 -2.04413 0.86613
H -2.45738 -1.05589 0.18884
H -1.93185 -0.77609 1.80136
H -0.01493 0.55323 -1.87880
H -1.54952 -0.30025 -1.80492
H -0.01247 -1.28026 -1.67025
H -2.59795 1.65820 0.31352
H 2.49738 -1.19073 0.19456

Output
SMILES: [H]/N=N\C(C)(C)C[NH+]=C
Energy above the lowest of the compared OMol25 structures with the same formula, charge and spin (kcal/mol): 110.4
LUMO level (Ha): -0.1979
E (eV): -9839.42434
Charge: +1
Maximum force (eV/Å): 3.7

***

8.
The following is a quantum chemistry calculation of the molecule C4H6N2OS at a distorted geometry, from OMol25.

Atoms and positions in Å:
C 0.45567 1.71869 0.03395
C -0.92851 -0.37557 0.01309
C -0.51754 -1.80896 0.02610
C 1.36894 -0.59521 0.00381
H 1.46825 2.05798 -0.21248
H 0.26372 2.12846 1.04761
H -0.14497 2.24750 -0.71982
H -2.21958 1.01606 -0.17158
H -0.89338 -2.23216 0.92343
H -0.92335 -2.33196 -0.82446
N 0.31191 0.28763 -0.04311
N -2.12204 0.00221 -0.03667
O 0.92046 -1.85790 -0.01869
S 2.96043 -0.25676 -0.02118

Output
SMILES: [H]/N=C1/COC(=S)N1C
Energy above the lowest of the compared OMol25 structures with the same formula, charge and spin (kcal/mol): 32.3
LUMO level (Ha): 0.0244
E (eV): -20107.94284
Maximum force (eV/Å): 1.6